# 1
{
  "formula": "C4H5NO3",
  "method": "ωB97M-V/def2-TZVPD",
  "elements": ["C", "C", "C", "C", "O", "O", "N", "O", "H", "H", "H", "H", "H"],
  "coordinates": [[0.0040, -0.9875, -0.6615], [0.7538, 1.0189, 0.1667], [-0.6968, 0.4240, 1.1087], [0.9825, 0.0438, -0.7665], [-1.2620, -0.9221, -1.1229], [0.4706, -2.2488, -0.6525], [1.3366, 1.9331, 0.8131], [-1.8421, 0.6778, 0.7924], [-1.7319, -0.1471, -0.7249], [-0.2648, -2.8382, -0.8893], [0.7386, 2.7012, 1.1169], [-0.3827, 0.3893, 2.1690], [1.8941, -0.0445, -1.3492]],
  "atomic_forces_ev_per_a": [[0.613, -0.851, -2.402], [-1.862, -0.831, 1.451], [0.728, 2.340, -0.765], [0.269, -0.162, 0.572], [0.750, -0.369, 1.199], [-0.713, 0.857, -0.035], [0.271, 0.388, -0.918], [0.004, -0.496, 0.300], [0.056, 0.189, 0.009], [0.087, -0.020, -0.019], [-0.070, -0.407, 0.392], [-0.105, -0.316, 0.092], [-0.029, -0.321, 0.124]],
  "homo_energy_ha": [-0.30914, -0.30911],
  "de_lowest_kj_mol": 434.9,
  "charge": 0,
  "max_force_ev_per_a": 2.6,
  "lumo_energy_ev": [-0.66, -0.66],
  "smiles": "[H]/N=C(\\C=O)C=C(O)O",
  "homo_lumo_gap_ev": [7.75, 7.75],
  "multiplicity": 1
}



# 2
{
  "formula": "C4H6ClNOS",
  "method": "ωB97M-V/def2-TZVPD",
  "elements": ["C", "C", "C", "C", "N", "O", "S", "Cl", "H", "H", "H", "H", "H", "H"],
  "coordinates": [[1.8023, 0.8243, 0.0268], [-0.0018, 0.5430, -1.0336], [0.5216, 0.0815, 0.3161], [-1.8865, -0.8336, 1.2138], [1.3045, 1.1874, -1.1915], [2.8892, 0.9147, 0.5809], [-0.2271, -0.1807, 1.7796], [1.5162, -2.2425, -0.7325], [-0.1634, -0.2872, -1.7326], [-0.8469, 1.0866, -0.9652], [-2.1239, -1.4940, 2.0437], [-1.6733, -1.4216, 0.2996], [-2.7321, -0.1435, 1.1585], [1.6212, 1.9658, -1.7635]],
  "atomic_forces_ev_per_a": [[3.036, -0.829, 0.820], [2.432, -2.858, -0.583], [-0.084, -1.274, 0.063], [0.913, -0.476, 0.379], [0.074, 1.233, -0.018], [-2.377, 0.398, -0.933], [-0.763, -0.058, -0.875], [-0.720, 1.309, 0.690], [0.189, 0.183, 0.185], [-2.668, 2.456, 0.222], [-0.071, -0.366, -0.160], [-0.367, 0.363, 0.531], [0.623, 0.357, -0.325], [-0.217, -0.437, 0.004]],
  "homo_energy_ha": [-0.33126, -0.33120],
  "de_lowest_kj_mol": 281.9,
  "charge": 0,
  "max_force_ev_per_a": 3.8,
  "lumo_energy_ev": [-1.91, -1.91],
  "homo_lumo_gap_ev": [7.11, 7.10],
  "multiplicity": 1
}



# 3
{
  "formula": "C5H5NO2",
  "method": "ωB97M-V/def2-TZVPD",
  "elements": ["C", "C", "C", "C", "C", "N", "O", "O", "H", "H", "H", "H", "H"],
  "coordinates": [[-2.4665, 0.1132, -1.0058], [1.5994, 0.6506, 2.8180], [2.4134, 0.7371, 1.9252], [4.6851, -2.2662, -1.9063], [-0.7532, 0.6008, 0.5742], [-1.8172, 0.2997, 0.0573], [4.0633, -2.5267, -2.8174], [5.3688, -2.0061, -0.9945], [-2.4163, 0.7769, -1.8528], [0.7290, 0.4081, 3.3873], [-3.0357, -0.7371, -1.1033], [3.2672, 0.7434, 1.2764], [-0.4227, 0.9221, 1.5462]],
  "atomic_forces_ev_per_a": [[-1.049, 0.904, -1.019], [0.545, -0.266, -1.369], [-0.260, -0.187, 1.284], [2.217, 0.710, 2.533], [-0.033, -1.355, 0.501], [2.816, 1.025, 0.151], [-1.625, -0.584, -2.049], [-0.604, -0.120, -0.481], [-0.029, 0.506, 0.220], [0.262, 0.261, 0.284], [-1.183, -1.863, -0.123], [-0.356, 0.171, 0.039], [-0.701, 0.797, 0.028]],
  "homo_energy_ha": -0.27694,
  "de_lowest_kj_mol": 534.8,
  "charge": 0,
  "max_force_ev_per_a": 3.4,
  "lumo_energy_ev": 0.32,
  "homo_lumo_gap_ev": 7.86,
  "multiplicity": 1
}



# 4
{
  "formula": "C54H67FeIN7S4SbSi3",
  "method": "ωB97M-V/def2-TZVPD",
  "elements": ["Fe", "N", "S", "N", "S", "N", "S", "N", "C", "C", "C", "C", "C", "C", "C", "C", "C", "C", "C", "C", "C", "C", "C", "C", "C", "C", "C", "C", "C", "C", "C", "C", "C", "C", "C", "C", "C", "C", "C", "C", "C", "C", "C", "C", "H", "H", "H", "H", "H", "H", "H", "H", "H", "H", "H", "H", "H", "H", "H", "H", "H", "H", "H", "H", "H", "H", "H", "H", "H", "H", "H", "H", "H", "H", "C", "N", "C", "C", "N", "C", "S", "H", "H", "H", "H", "H", "H", "C", "Si", "C", "C", "Sb", "Si", "C", "C", "C", "Si", "C", "C", "C", "H", "H", "H", "H", "H", "H", "H", "H", "H", "H", "H", "H", "H", "H", "H", "H", "H", "H", "H", "H", "H", "H", "H", "H", "H", "H", "H", "I", "C", "C", "C", "C", "N", "C", "H", "H", "H", "H"],
  "coordinates": [[0.2924, -0.7041, -0.0305], [-1.2839, -1.5051, 0.7961], [-2.6890, -1.5842, 1.1646], [-3.7995, -0.7670, 0.2849], [-4.2263, -0.8423, -1.1855], [-3.1625, -0.7959, -2.2988], [-1.8634, 0.1941, -2.3772], [-0.6625, -0.1838, -1.6443], [-1.6240, 0.1907, -4.1299], [-2.7044, 0.2292, -5.0043], [-2.4579, 0.3797, -6.3593], [-1.1485, 0.4691, -6.8214], [-0.0801, 0.4035, -5.9361], [-0.3152, 0.2772, -4.5749], [-2.4621, 1.8385, -2.0002], [-2.6235, 2.8030, -2.9862], [-3.0970, 4.0572, -2.6237], [-3.4042, 4.3332, -1.2996], [-3.1963, 3.3725, -0.3170], [-2.7127, 2.1216, -0.6600], [-5.1725, -2.2832, -1.5791], [-4.9513, -2.9826, -2.7547], [-5.7816, -4.0544, -3.0486], [-6.8070, -4.4007, -2.1779], [-7.0121, -3.6836, -1.0024], [-6.1962, -2.6095, -0.6980], [-5.4336, 0.4485, -1.3168], [-5.9987, 0.6471, -2.5713], [-7.0291, 1.5616, -2.6993], [-7.4896, 2.2495, -1.5812], [-6.9222, 2.0273, -0.3331], [-5.8818, 1.1215, -0.1905], [-3.1381, -0.8703, 2.7288], [-2.1138, -0.4323, 3.5482], [-2.4325, 0.1543, 4.7657], [-3.7602, 0.3150, 5.1331], [-4.7822, -0.1133, 4.2896], [-4.4776, -0.7229, 3.0856], [-3.3173, -3.2478, 1.1691], [-3.2102, -3.9375, -0.0325], [-3.7014, -5.2280, -0.1146], [-4.3102, -5.8086, 0.9934], [-4.4021, -5.1122, 2.1911], [-3.8908, -3.8243, 2.2930], [-3.7128, 0.1574, -4.6204], [-3.2849, 0.4435, -7.0543], [-0.9626, 0.5943, -7.8805], [0.9355, 0.4659, -6.3062], [0.4884, 0.2617, -3.8465], [-2.3839, 2.5941, -4.0187], [-3.2056, 4.8227, -3.3813], [-3.7810, 5.3111, -1.0276], [-3.3957, 3.6034, 0.7219], [-2.5281, 1.3697, 0.0969], [-4.1428, -2.6899, -3.4122], [-5.6360, -4.6114, -3.9648], [-7.4595, -5.2308, -2.4168], [-7.8167, -3.9532, -0.3307], [-6.3455, -2.0334, 0.2085], [-5.6529, 0.0746, -3.4246], [-7.4840, 1.7276, -3.6671], [-8.3054, 2.9531, -1.6842], [-7.2982, 2.5527, 0.5352], [-5.4254, 0.9296, 0.7719], [-1.0856, -0.5394, 3.2281], [-1.6421, 0.4944, 5.4222], [-4.0072, 0.7829, 6.0772], [-5.8171, 0.0363, 4.5680], [-5.2619, -1.0826, 2.4319], [-2.7451, -3.4574, -0.8873], [-3.6135, -5.7785, -1.0426], [-4.7068, -6.8134, 0.9242], [-4.8614, -5.5747, 3.0551], [-3.9461, -3.2847, 3.2292], [2.5671, 3.4237, 1.3249], [3.0354, 2.2399, 2.0408], [4.2879, 2.1316, 2.6210], [4.3545, 0.9247, 3.2158], [3.1439, 0.3105, 2.9723], [2.3410, 1.1120, 2.2553], [0.7238, 0.7534, 1.7964], [3.0248, 3.4777, 0.3389], [2.8317, 4.3141, 1.8896], [1.4872, 3.3733, 1.2228], [5.0131, 2.9260, 2.5665], [5.1473, 0.4548, 3.7708], [2.8409, -0.5704, 3.3544], [5.5518, -1.7617, -1.4477], [4.6643, -2.7581, -0.1447], [4.9954, -4.5745, -0.3808], [5.1058, -2.1042, 1.5500], [2.0379, -2.4663, -0.1926], [1.4114, -3.6804, -2.4718], [2.1490, -2.6998, -3.8747], [-0.4580, -3.6255, -2.4170], [2.0555, -5.4295, -2.3949], [1.3634, -4.1340, 1.7747], [2.7413, -5.2655, 2.3168], [-0.1060, -5.0386, 1.0868], [0.8821, -2.9445, 3.1329], [6.5907, -2.1065, -1.4851], [5.5732, -0.6924, -1.2281], [5.1297, -1.9090, -2.4453], [5.9336, -4.8183, 0.1271], [5.1222, -4.8101, -1.4392], [4.2151, -5.2202, 0.0223], [6.1512, -2.3394, 1.7782], [4.4861, -2.5395, 2.3388], [4.9987, -1.0185, 1.5729], [1.5353, -1.8250, -4.0997], [2.1970, -3.3200, -4.7744], [3.1649, -2.3648, -3.6540], [-0.8024, -2.7038, -1.9491], [-0.8335, -4.4777, -1.8440], [-0.8874, -3.6716, -3.4237], [3.0666, -5.4964, -2.8026], [1.4142, -6.0782, -2.9985], [2.0759, -5.8306, -1.3791], [2.8419, -6.1272, 1.6540], [2.4987, -5.6454, 3.3138], [3.7080, -4.7631, 2.3810], [0.1744, -5.7382, 0.2956], [-0.8184, -4.3184, 0.6837], [-0.6102, -5.6103, 1.8730], [1.7639, -2.5097, 3.6138], [0.3018, -3.4515, 3.9095], [0.2723, -2.1417, 2.7199], [0.7880, 4.7076, -2.5091], [1.7104, 2.8467, -2.3418], [2.7466, 2.4770, -3.1864], [3.3206, 1.2280, -3.0097], [2.8458, 0.4132, -1.9968], [1.8594, 0.7750, -1.1725], [1.2934, 1.9703, -1.3530], [3.0987, 3.1467, -3.9600], [4.1370, 0.8969, -3.6377], [3.2776, -0.5652, -1.8303], [0.4796, 2.2286, -0.6857]],
  "atomic_forces_ev_per_a": [[-1.074, 2.670, -0.419], [1.059, -0.007, -0.185], [-0.233, 0.064, -0.367], [-0.140, 0.022, 0.342], [-0.063, 0.006, 0.056], [-0.046, 0.017, -0.384], [-0.206, -0.152, 0.037], [0.496, -0.327, 0.580], [-0.109, 0.065, 0.016], [0.068, -0.042, 0.005], [-0.002, 0.001, 0.026], [0.017, -0.012, -0.001], [0.021, -0.003, -0.049], [-0.004, 0.094, 0.100], [0.100, -0.033, -0.067], [-0.099, -0.054, 0.022], [0.004, -0.007, 0.012], [0.052, 0.067, -0.017], [0.062, 0.005, 0.036], [0.176, 0.004, -0.031], [-0.074, 0.067, -0.122], [0.092, 0.037, 0.009], [-0.050, -0.027, 0.008], [0.016, -0.003, 0.034], [-0.018, -0.007, -0.003], [0.054, 0.028, 0.060], [-0.061, -0.001, 0.041], [0.081, -0.041, -0.014], [0.000, 0.040, -0.025], [0.021, -0.036, 0.011], [-0.026, 0.041, -0.022], [0.041, -0.074, 0.036], [-0.096, -0.021, -0.003], [0.065, -0.154, -0.047], [-0.056, 0.055, 0.062], [0.047, 0.032, -0.023], [-0.016, -0.036, -0.039], [0.049, 0.036, 0.008], [0.009, 0.044, 0.124], [0.049, 0.079, 0.022], [-0.024, 0.012, -0.008], [0.027, -0.003, 0.010], [0.065, -0.060, -0.002], [-0.029, 0.055, -0.019], [0.004, 0.030, -0.059], [0.025, -0.055, 0.005], [-0.001, -0.019, 0.027], [-0.027, 0.005, 0.004], [0.000, 0.002, -0.069], [-0.003, 0.015, -0.004], [-0.062, -0.029, 0.015], [0.011, -0.027, -0.001], [-0.031, -0.011, -0.022], [0.000, 0.058, 0.028], [-0.047, -0.035, -0.016], [0.006, 0.005, 0.019], [0.024, 0.016, -0.004], [0.023, -0.011, -0.023], [-0.038, -0.028, -0.038], [-0.043, 0.035, 0.011], [0.010, 0.000, 0.027], [0.013, -0.013, 0.007], [0.029, 0.007, -0.025], [-0.033, 0.036, -0.021], [-0.060, -0.002, 0.055], [-0.020, 0.000, -0.019], [0.013, -0.010, -0.014], [0.019, -0.060, 0.044], [-0.006, 0.062, 0.008], [0.033, -0.112, 0.043], [-0.037, 0.002, 0.008], [0.011, 0.018, 0.007], [0.010, 0.010, -0.021], [-0.017, -0.045, -0.019], [-0.021, 0.077, -0.051], [0.036, 0.054, -0.099], [0.005, 0.108, 0.013], [-0.012, -0.050, -0.015], [0.068, 0.044, 0.185], [0.197, -0.061, -0.271], [-0.367, -0.495, 0.084], [0.025, -0.053, 0.005], [0.011, -0.036, 0.065], [0.003, -0.030, 0.028], [-0.056, -0.008, 0.014], [-0.045, 0.020, 0.025], [-0.038, -0.052, -0.082], [-0.057, 0.000, -0.089], [0.042, 0.612, 0.228], [-0.252, -0.040, -0.057], [0.156, -0.181, 0.030], [0.887, -1.949, 0.012], [-0.402, 0.150, 0.298], [0.013, 0.079, 0.052], [0.037, -0.117, -0.166], [0.226, 0.059, 0.092], [-0.152, 0.297, -0.114], [0.066, 0.049, -0.161], [-0.012, -0.064, 0.032], [0.031, 0.001, 0.006], [-0.047, -0.011, 0.009], [-0.041, -0.038, 0.010], [0.077, 0.002, 0.020], [-0.032, 0.026, 0.002], [-0.018, 0.019, 0.024], [0.092, -0.006, -0.008], [-0.062, 0.011, 0.008], [0.044, 0.021, -0.017], [-0.011, -0.060, -0.067], [0.042, -0.009, 0.022], [-0.036, -0.002, 0.032], [-0.015, -0.034, -0.046], [-0.051, 0.023, -0.035], [0.013, 0.034, -0.022], [0.055, -0.051, 0.035], [-0.031, -0.015, 0.039], [-0.013, 0.056, 0.004], [-0.047, -0.018, -0.056], [0.026, 0.024, 0.025], [-0.031, 0.024, -0.026], [-0.022, -0.060, 0.048], [0.002, 0.027, 0.024], [0.021, -0.021, 0.007], [0.029, 0.023, -0.018], [-0.019, -0.063, 0.021], [0.062, -0.025, -0.012], [-0.005, -0.008, 0.036], [0.065, -0.104, 0.034], [-0.081, 0.188, 0.066], [0.037, -0.047, -0.027], [0.049, 0.073, 0.033], [-0.021, -0.009, 0.134], [-0.455, -0.640, -0.018], [0.022, -0.035, 0.027], [-0.010, -0.006, -0.008], [-0.022, -0.014, -0.005], [-0.012, 0.052, -0.070], [0.003, -0.028, -0.050]],
  "homo_energy_ha": [-0.55292, -0.55646],
  "charge": 3,
  "s_squared": 1.16,
  "max_force_ev_per_a": 2.9,
  "lumo_energy_ev": [-9.03, -6.53],
  "homo_lumo_gap_ev": [6.01, 8.61],
  "multiplicity": 2
}



# 5
{
  "formula": "C5H6N",
  "method": "ωB97M-V/def2-TZVPD",
  "elements": ["C", "C", "C", "C", "C", "N", "H", "H", "H", "H", "H", "H"],
  "coordinates": [[0.4382, 0.6910, 1.3372], [0.9480, 0.1402, 0.3121], [-1.3396, -0.9978, -1.4784], [0.0634, 1.4654, 2.4215], [1.0507, -0.4467, -0.9973], [-0.3710, -0.2404, -1.2292], [-1.2717, -2.1613, -1.5884], [-2.3544, -0.4668, -1.5704], [-0.3244, 2.4283, 2.0979], [0.0309, 0.9859, 3.4717], [1.7347, 0.0979, -1.6858], [1.3952, -1.4957, -1.0909]],
  "atomic_forces_ev_per_a": [[1.458, 0.457, 0.132], [-1.867, 1.142, 2.810], [-0.836, -1.715, -0.086], [0.267, -2.911, -1.226], [0.041, -1.622, -1.330], [0.384, 1.812, -0.495], [-0.140, 2.001, 0.003], [1.438, -1.153, 0.103], [0.146, 0.271, 0.792], [0.022, 1.219, -1.754], [-0.824, 0.238, 0.335], [-0.087, 0.261, 0.714]],
  "homo_energy_ha": [-0.51302, -0.51298],
  "de_lowest_kj_mol": 563.9,
  "charge": 1,
  "max_force_ev_per_a": 3.6,
  "lumo_energy_ev": [-7.53, -7.53],
  "homo_lumo_gap_ev": [6.43, 6.42],
  "multiplicity": 1
}



Q: multiplicity of number 4 (C54H67FeIN7S4SbSi3)?
A: 2



Q: Which of these has the highest multiplicity?
A: C54H67FeIN7S4SbSi3